(1)
C31H47F10N3O2PRuS2Si2Te | the ωB97M-V functional and the def2-TZVPD basis

Atoms and positions in Å:
Ru (-0.77, -0.28, -1.29)
C (-2.67, -2.73, -1.78)
N (-2.17, -1.49, -2.40)
C (-1.31, -1.79, -3.55)
C (-0.03, -2.44, -3.07)
N (0.56, -1.68, -1.95)
C (1.88, -2.02, -1.65)
C (2.53, -3.18, -2.11)
F (1.87, -4.13, -2.80)
C (3.86, -3.46, -1.85)
F (4.39, -4.58, -2.33)
C (4.63, -2.60, -1.09)
F (5.90, -2.86, -0.86)
C (4.03, -1.47, -0.59)
F (4.73, -0.60, 0.13)
C (2.70, -1.21, -0.86)
F (2.22, -0.07, -0.33)
C (-3.31, -0.58, -2.72)
C (-3.62, 0.25, -1.50)
N (-2.39, 1.00, -1.21)
C (-2.46, 2.13, -0.45)
C (-1.44, 3.16, -0.80)
F (-1.58, 3.50, -2.17)
C (-1.41, 4.37, 0.01)
F (-0.42, 5.24, -0.22)
C (-2.33, 4.60, 0.96)
F (-2.29, 5.69, 1.70)
C (-3.36, 3.65, 1.20)
F (-4.25, 3.91, 2.14)
C (-3.40, 2.45, 0.52)
F (-4.36, 1.58, 0.84)
H (-3.16, -3.34, -2.54)
H (-3.39, -2.49, -1.00)
H (-1.86, -3.29, -1.32)
H (-1.09, -0.85, -4.05)
H (-1.80, -2.45, -4.27)
H (0.66, -2.49, -3.91)
H (-0.23, -3.47, -2.77)
H (-4.18, -1.15, -3.06)
H (-2.99, 0.08, -3.53)
H (-3.92, -0.38, -0.66)
H (-4.45, 0.92, -1.72)
C (-3.44, -3.86, 2.06)
C (-2.03, -4.32, 2.40)
C (-1.31, -4.99, 1.25)
O (-1.28, -3.20, 2.95)
P (-0.36, -2.10, 2.26)
S (1.31, -2.72, 1.52)
S (-1.54, -1.10, 0.89)
O (-0.13, -1.13, 3.49)
C (-1.02, -0.74, 4.58)
C (-1.02, -1.80, 5.66)
C (-2.41, -0.37, 4.11)
H (-4.03, -4.71, 1.74)
H (-3.42, -3.12, 1.26)
H (-3.92, -3.42, 2.93)
H (-2.08, -5.01, 3.24)
H (-1.16, -4.30, 0.43)
H (-1.91, -5.84, 0.90)
H (-0.33, -5.36, 1.56)
H (-0.52, 0.15, 4.97)
H (-1.54, -2.70, 5.33)
H (-1.54, -1.41, 6.54)
H (-0.01, -2.06, 5.95)
H (-2.95, -1.25, 3.75)
H (-2.38, 0.37, 3.31)
H (-2.97, 0.05, 4.95)
C (3.35, 3.34, -4.79)
Si (2.89, 2.16, -3.43)
C (2.32, 0.52, -4.10)
C (4.25, 1.97, -2.19)
C (1.35, 2.99, -2.64)
Te (0.48, 2.04, -0.97)
C (1.77, 2.90, 0.45)
Si (1.55, 2.57, 2.34)
C (2.27, 4.11, 3.07)
C (2.45, 1.06, 2.86)
C (-0.29, 2.44, 2.63)
H (4.25, 3.02, -5.32)
H (3.55, 4.34, -4.37)
H (2.54, 3.43, -5.51)
H (3.08, -0.26, -4.00)
H (2.06, 0.60, -5.16)
H (1.43, 0.16, -3.57)
H (5.12, 1.50, -2.67)
H (3.98, 1.34, -1.34)
H (4.58, 2.95, -1.81)
H (0.57, 3.02, -3.41)
H (1.54, 4.00, -2.28)
H (1.64, 3.97, 0.25)
H (2.76, 2.60, 0.09)
H (3.28, 4.28, 2.69)
H (2.35, 4.03, 4.16)
H (1.67, 4.99, 2.84)
H (3.43, 0.97, 2.37)
H (1.88, 0.15, 2.67)
H (2.63, 1.11, 3.94)
H (-0.77, 3.42, 2.55)
H (-0.50, 2.03, 3.61)
H (-0.76, 1.76, 1.91)

Results
HOMO-LUMO gap (spin up / spin down), eV: 6.9559 / 5.7769
Relative energy (zero: lowest compared OMol25 entry of this formula, charge and spin), kcal/mol: 45.0
Spin multiplicity: 5
⟨S²⟩: 6.058
Total charge: +1

=====

(2)
C30H47As3HfN6OS3 | the ωB97M-V functional and the def2-TZVPD basis

Atoms and positions in Å:
Hf (-0.07, 0.10, -0.42)
N (-1.57, 3.80, 1.66)
C (-0.99, 2.67, 1.27)
S (-0.33, 2.65, -0.35)
N (-0.91, 1.71, 2.17)
N (-0.45, 0.52, 1.75)
C (-0.01, -0.32, 2.62)
C (0.49, -1.60, 2.16)
C (1.08, -2.48, 3.06)
C (1.59, -3.68, 2.59)
C (1.47, -3.97, 1.24)
C (0.86, -3.05, 0.41)
N (0.38, -1.88, 0.84)
H (-1.49, 4.62, 1.09)
H (-1.84, 3.90, 2.63)
H (0.04, -0.07, 3.68)
H (1.14, -2.21, 4.10)
H (2.05, -4.39, 3.27)
H (1.85, -4.89, 0.82)
H (0.76, -3.25, -0.65)
C (-4.16, 0.33, 1.50)
As (-2.88, -0.05, 0.06)
C (-2.64, -1.96, 0.50)
C (-4.12, -0.53, -1.42)
C (-4.52, 0.47, -2.50)
C (-5.55, -0.23, -3.39)
C (-3.30, 0.84, -3.38)
As (-1.40, 0.33, -2.89)
C (-1.30, -1.03, -4.30)
C (-0.63, 1.99, -3.57)
C (-5.25, 1.70, -1.92)
As (-4.16, 3.08, -1.02)
C (-5.66, 3.92, -0.05)
C (-4.12, 4.45, -2.44)
H (-4.86, -0.49, 1.57)
H (-4.69, 1.26, 1.28)
H (-3.62, 0.45, 2.44)
H (-3.61, -2.46, 0.50)
H (-2.20, -2.08, 1.49)
H (-2.01, -2.45, -0.24)
H (-5.02, -0.93, -0.94)
H (-3.62, -1.37, -1.91)
H (-5.16, -1.18, -3.78)
H (-5.82, 0.40, -4.24)
H (-6.47, -0.44, -2.83)
H (-3.29, 1.91, -3.59)
H (-3.41, 0.34, -4.34)
H (-1.30, -0.54, -5.27)
H (-2.18, -1.67, -4.21)
H (-0.40, -1.63, -4.19)
H (-0.68, 2.02, -4.66)
H (0.41, 2.11, -3.26)
H (-1.21, 2.81, -3.15)
H (-5.99, 1.35, -1.18)
H (-5.81, 2.19, -2.72)
H (-5.87, 3.39, 0.88)
H (-6.55, 3.94, -0.67)
H (-5.39, 4.95, 0.20)
H (-3.44, 4.19, -3.25)
H (-3.77, 5.38, -2.00)
H (-5.11, 4.61, -2.84)
C (4.24, 1.06, 1.33)
S (3.24, 0.72, -0.13)
O (1.81, 0.69, 0.45)
C (3.38, 2.35, -0.87)
C (4.03, 2.46, -2.09)
C (4.19, 3.71, -2.66)
C (3.69, 4.83, -2.01)
C (3.02, 4.71, -0.80)
C (2.87, 3.46, -0.21)
H (3.88, 1.95, 1.84)
H (5.26, 1.21, 0.98)
H (4.18, 0.19, 1.98)
H (4.41, 1.56, -2.56)
H (4.71, 3.81, -3.60)
H (3.82, 5.81, -2.45)
H (2.62, 5.59, -0.32)
H (2.38, 3.36, 0.75)
C (5.80, -0.63, -4.62)
C (4.32, -0.43, -4.57)
C (3.60, 0.07, -5.65)
C (2.26, 0.29, -5.46)
N (1.64, 0.00, -4.31)
C (2.39, -0.53, -3.36)
S (1.63, -1.16, -1.89)
N (3.70, -0.72, -3.42)
H (6.14, -0.83, -5.63)
H (6.08, -1.45, -3.96)
H (6.30, 0.27, -4.27)
H (4.08, 0.28, -6.60)
H (1.63, 0.71, -6.24)

Results
HOMO-LUMO gap, eV: 6.6218
Relative energy (zero: lowest compared OMol25 entry of this formula, charge and spin), kcal/mol: 28.2
Total charge: +2

=====

(3)
C4H6N2 | the ωB97M-V functional and the def2-TZVPD basis

Atoms and positions in Å:
C (0.87, -1.47, 0.32)
C (0.20, -0.21, -0.14)
C (0.48, 1.12, 0.09)
C (-0.73, 1.79, -0.21)
N (-1.69, 0.95, -0.56)
N (-1.11, -0.26, -0.48)
H (0.30, -2.41, 0.33)
H (1.86, -1.71, -0.08)
H (0.87, -1.16, 1.38)
H (1.39, 1.57, 0.46)
H (-0.92, 2.85, -0.21)
H (-1.56, -1.04, -0.92)

Results
SMILES: Cc1ccn[nH]1
HOMO-LUMO gap, eV: 9.9381
Relative energy (zero: lowest compared OMol25 entry of this formula, charge and spin), kcal/mol: 21.5

=====

(4)
C14H28Cl2IrNOP2 | the ωB97M-V functional and the def2-TZVPD basis

Atoms and positions in Å:
C (-3.71, -0.06, -3.64)
C (-2.70, -0.46, -2.62)
H (-4.55, -0.76, -3.60)
H (-3.25, -0.08, -4.65)
H (-4.06, 0.96, -3.47)
O (-2.68, -1.57, -2.08)
Cl (-0.80, 1.44, -4.54)
Ir (-1.41, 0.99, -2.34)
P (0.22, -0.64, -2.37)
C (0.32, -1.94, -1.10)
C (0.47, -1.52, -3.94)
H (1.51, -1.86, -4.04)
H (2.28, 0.44, -2.96)
H (0.22, -0.82, -4.75)
H (1.20, 1.50, -1.99)
H (-0.70, -2.13, -0.73)
H (-0.21, -2.38, -4.00)
C (1.62, 0.49, -2.08)
H (0.71, -2.86, -1.54)
H (2.16, 0.21, -1.17)
H (0.98, -1.63, -0.28)
P (-1.88, 1.05, -0.12)
C (-2.03, -0.40, 0.99)
C (-0.83, 2.18, 0.85)
H (-3.93, 1.86, -1.16)
H (-3.54, 2.73, 0.34)
H (-4.24, 1.08, 0.43)
C (-3.57, 1.75, -0.13)
H (-0.11, 2.67, 0.19)
H (-1.48, 2.95, 1.29)
H (-2.98, -0.34, 1.53)
H (-1.23, -0.40, 1.73)
H (-0.31, 1.64, 1.65)
H (-2.03, -1.34, 0.42)
Cl (-1.15, 3.34, -2.01)
N (1.62, -0.27, 1.90)
C (2.43, -0.36, 2.98)
C (2.27, -1.43, 3.90)
C (3.09, -1.52, 5.02)
C (4.11, -0.58, 5.21)
C (4.28, 0.48, 4.30)
C (3.46, 0.59, 3.18)
H (0.89, -0.94, 1.73)
H (1.71, 0.49, 1.24)
H (1.47, -2.15, 3.70)
H (2.95, -2.35, 5.71)
H (4.75, -0.65, 6.09)
H (5.08, 1.21, 4.46)
H (3.58, 1.41, 2.46)

Results
HOMO-LUMO gap (spin up / spin down), eV: 7.0150 / 4.7863
Relative energy (zero: lowest compared OMol25 entry of this formula, charge and spin), kcal/mol: 0.0
Spin multiplicity: 6
⟨S²⟩: 8.794
Total charge: +3

=====

(5)
C25H21F5N6O2STi | the ωB97M-V functional and the def2-TZVPD basis

Atoms and positions in Å:
Ti (-0.05, -0.16, -0.07)
C (0.96, -2.18, 1.66)
N (1.21, -1.93, 0.21)
C (2.63, -1.61, -0.06)
C (2.80, -0.42, -0.96)
C (4.01, -0.19, -1.60)
C (4.15, 0.93, -2.40)
C (3.07, 1.78, -2.55)
C (1.90, 1.50, -1.89)
N (1.76, 0.42, -1.09)
C (0.69, -3.01, -0.67)
C (0.14, -2.43, -1.95)
C (-0.10, -3.21, -3.06)
C (-0.65, -2.62, -4.19)
C (-0.95, -1.26, -4.17)
C (-0.71, -0.55, -3.02)
N (-0.18, -1.13, -1.92)
C (1.24, -0.89, 2.40)
C (1.60, -0.82, 3.72)
C (1.86, 0.42, 4.27)
C (1.78, 1.56, 3.48)
C (1.39, 1.42, 2.16)
N (1.11, 0.21, 1.63)
H (1.57, -3.00, 2.04)
H (-0.09, -2.46, 1.79)
H (3.13, -2.48, -0.50)
H (3.14, -1.41, 0.88)
H (4.83, -0.89, -1.46)
H (5.08, 1.12, -2.91)
H (3.13, 2.66, -3.18)
H (1.05, 2.15, -1.98)
H (-0.13, -3.51, -0.16)
H (1.46, -3.75, -0.88)
H (0.14, -4.26, -3.04)
H (-0.85, -3.21, -5.07)
H (-1.36, -0.76, -5.03)
H (-0.95, 0.50, -2.94)
H (1.67, -1.73, 4.31)
H (2.14, 0.50, 5.32)
H (2.01, 2.54, 3.87)
H (1.28, 2.27, 1.51)
N (-3.64, -0.06, -1.23)
N (-3.44, -1.42, -1.00)
C (-2.43, -1.89, -0.23)
O (-2.29, -3.05, 0.04)
O (-1.55, -0.95, 0.23)
H (-4.39, 0.29, -0.64)
H (-3.91, 0.07, -2.19)
H (-4.15, -2.10, -1.23)
F (-4.08, 4.40, 3.97)
C (-3.37, 3.84, 3.02)
C (-2.82, 2.59, 3.20)
F (-2.98, 1.94, 4.35)
C (-2.07, 2.02, 2.19)
F (-1.53, 0.81, 2.44)
C (-1.84, 2.65, 0.98)
S (-0.86, 2.05, -0.35)
C (-2.41, 3.91, 0.82)
F (-2.23, 4.58, -0.31)
C (-3.17, 4.50, 1.82)
F (-3.70, 5.70, 1.62)

Results
HOMO-LUMO gap, eV: 6.6695
Relative energy (zero: lowest compared OMol25 entry of this formula, charge and spin), kcal/mol: 8.9
Total charge: +2

=====

(6)
C13H16BN3O9S | the ωB97M-V functional and the def2-TZVPD basis

Atoms and positions in Å:
N (-2.20, -3.23, -1.22)
B (-1.81, -1.89, -0.82)
O (-2.02, -1.50, 0.51)
O (-1.27, -0.99, -1.82)
C (0.06, -0.78, -1.61)
O (0.64, 0.04, -2.23)
O (0.60, -1.55, -0.61)
C (1.87, -2.14, -0.98)
C (1.78, -3.67, -0.63)
C (1.02, -3.95, 0.70)
C (1.81, -3.55, 1.99)
S (0.74, -2.80, 3.29)
C (0.68, -1.06, 2.90)
N (0.06, -0.05, 3.50)
N (0.33, 1.05, 2.79)
C (1.10, 0.77, 1.73)
O (1.33, -0.57, 1.85)
H (-1.80, -3.93, -0.59)
H (-1.95, -3.42, -2.19)
H (-1.27, -1.73, 1.07)
H (2.15, -1.97, -2.03)
H (2.67, -1.70, -0.34)
H (2.79, -4.12, -0.65)
H (1.17, -4.13, -1.44)
H (-0.02, -3.56, 0.69)
H (0.89, -5.06, 0.75)
H (2.22, -4.48, 2.45)
H (2.69, -2.92, 1.76)
H (1.49, 1.40, 0.93)
O (-0.11, 3.74, 1.65)
C (-0.56, 4.07, 0.58)
C (-0.38, 5.41, 0.02)
C (-0.91, 5.72, -1.17)
O (-0.76, 6.94, -1.71)
C (-1.70, 4.73, -1.96)
O (-2.17, 5.07, -3.03)
C (-1.86, 3.39, -1.41)
C (-1.33, 3.07, -0.22)
O (-1.48, 1.83, 0.29)
H (0.19, 6.12, 0.60)
H (-1.23, 6.91, -2.56)
H (-2.42, 2.68, -2.00)
H (-1.03, 1.83, 1.16)

Results
SMILES: NB(O)OC(=O)OCCCCSc1nnco1.O=C1C=C(O)C(=O)C=C1O
HOMO-LUMO gap, eV: 8.1644

=====

(7)
C16H29Cr2F3N3O20 | the ωB97M-V functional and the def2-TZVPD basis

Atoms and positions in Å:
Cr (1.92, -2.88, 3.03)
Cr (3.99, -2.73, -1.17)
N (1.62, -1.19, 0.31)
O (1.00, -0.15, 0.21)
O (1.36, -2.03, 1.22)
O (2.54, -1.46, -0.49)
N (4.94, -1.68, 1.76)
O (5.65, -0.81, 2.19)
O (5.15, -2.22, 0.65)
O (3.95, -2.10, 2.44)
N (3.26, -4.88, 1.10)
O (4.21, -5.61, 1.28)
O (2.43, -4.67, 2.03)
O (3.15, -4.25, 0.01)
C (-1.80, 0.88, -1.43)
C (-2.15, 1.84, -0.30)
O (-3.46, 1.67, 0.23)
C (-4.06, 2.71, 0.80)
O (-3.56, 3.79, 0.95)
O (-5.26, 2.30, 1.19)
C (-6.05, 3.24, 1.89)
H (-2.04, -0.15, -1.18)
H (-0.74, 0.97, -1.65)
H (-2.28, 1.25, -2.33)
H (-2.04, 2.88, -0.62)
H (-1.50, 1.76, 0.57)
H (-5.58, 3.49, 2.84)
H (-7.06, 2.91, 2.14)
H (-6.19, 4.16, 1.33)
C (-5.22, -2.24, 1.94)
C (-5.20, -1.15, 3.01)
O (-4.24, -1.57, 4.00)
C (-3.02, -1.13, 4.04)
O (-2.24, -1.34, 4.93)
O (-2.70, -0.41, 2.97)
C (-1.36, -0.31, 2.57)
H (-5.61, -1.84, 1.00)
H (-5.80, -3.10, 2.28)
H (-4.25, -2.68, 1.70)
H (-6.19, -1.00, 3.43)
H (-4.98, -0.19, 2.53)
H (-1.38, 0.10, 1.56)
H (-0.86, -1.28, 2.56)
H (-0.87, 0.37, 3.28)
C (2.01, 0.20, -3.44)
C (1.07, -0.97, -3.44)
O (1.51, -2.00, -4.36)
C (2.33, -2.92, -4.00)
O (2.82, -3.10, -2.89)
O (2.63, -3.66, -5.05)
C (3.56, -4.74, -4.86)
H (2.96, 0.13, -2.92)
H (1.45, 1.10, -3.18)
H (2.24, 0.52, -4.47)
H (0.06, -0.61, -3.66)
H (0.94, -1.42, -2.45)
H (4.54, -4.47, -5.26)
H (3.22, -5.63, -5.39)
H (3.64, -5.02, -3.82)
C (2.74, 2.78, 1.64)
C (1.44, 3.18, 0.99)
O (1.49, 4.30, 0.10)
C (1.85, 4.08, -1.15)
O (2.18, 3.00, -1.58)
C (1.79, 5.30, -2.09)
F (1.41, 6.39, -1.45)
F (2.92, 5.52, -2.70)
F (0.86, 5.02, -3.00)
H (3.42, 3.63, 1.69)
H (3.17, 1.99, 1.02)
H (2.65, 2.31, 2.62)
H (0.71, 3.54, 1.72)
H (0.90, 2.33, 0.57)

Results
HOMO-LUMO gap (spin up / spin down), eV: 6.8162 / 7.8556
Relative energy (zero: lowest compared OMol25 entry of this formula, charge and spin), kcal/mol: 71.9
Spin multiplicity: 9
⟨S²⟩: 20.019
Total charge: +1

=====

(8)
C2HBrN2O2 | the ωB97M-V functional and the def2-TZVPD basis

Atoms and positions in Å:
C (0.07, -0.71, 1.71)
C (0.47, -0.30, 0.42)
N (-0.45, -1.07, 2.69)
N (-0.48, -2.08, -1.09)
O (-1.63, -2.13, -0.90)
O (0.40, -2.73, -1.63)
Br (2.17, -0.78, -0.41)
H (-0.13, 0.56, 0.21)

Results
HOMO-LUMO gap (spin up / spin down), eV: 8.9699 / 8.6163
Relative energy (zero: lowest compared OMol25 entry of this formula, charge and spin), kcal/mol: 53.9
Spin multiplicity: 3
⟨S²⟩: 2.022

=====

(9)
C3H2IN2S | the ωB97M-V functional and the def2-TZVPD basis

Atoms and positions in Å:
C (1.75, -1.08, -0.03)
C (-1.13, 0.39, 0.49)
C (2.07, 0.09, -0.55)
N (0.60, -1.19, 0.70)
N (-0.28, -0.34, 0.66)
S (2.40, 1.42, -1.30)
I (-6.31, 1.44, -0.60)
H (2.47, -1.98, -0.19)
H (-1.57, 1.25, 0.82)

Results
HOMO-LUMO gap, eV: 4.9339
Relative energy (zero: lowest compared OMol25 entry of this formula, charge and spin), kcal/mol: 69.3
Total charge: -1

=====

(10)
CH11CuO8 | the ωB97M-V functional and the def2-TZVPD basis

Atoms and positions in Å:
Cu (-0.76, -0.49, -0.42)
C (2.07, -0.68, 0.31)
O (0.82, -0.79, 0.27)
O (2.58, 0.37, 0.93)
O (2.76, -1.60, -0.18)
H (1.96, 1.05, 1.07)
O (-1.69, 0.73, 0.71)
H (-2.61, 0.84, 0.72)
H (-1.48, 1.24, 1.48)
O (-0.43, 0.35, -2.07)
H (-1.03, 1.03, -2.29)
H (-0.20, -0.01, -2.93)
O (-1.46, -2.09, -0.64)
H (-1.03, -2.93, -0.53)
H (-2.36, -2.20, -0.29)
O (1.45, 2.27, -1.47)
H (1.36, 2.54, -0.52)
H (0.81, 1.64, -1.63)
O (-0.13, -0.66, 2.80)
H (-0.75, 0.02, 2.82)
H (0.14, -0.63, 1.87)

Results
HOMO-LUMO gap, eV: 6.9001
Relative energy (zero: lowest compared OMol25 entry of this formula, charge and spin), kcal/mol: 37.9